No. 1
Here is C38H32NP2SiSr as an isolated structure from the Open Molecules 2025 dataset. Energies are from ωB97M-V/def2-TZVPD.

Geometry as ORCA input:
```
! wB97M-V def2-TZVPD RIJCOSX def2/J DEFGRID3
* xyz 1 1
Sr 0.46 2.59 0.91
C -3.89 2.32 1.38
Si -2.21 1.48 1.14
C -2.53 0.21 -0.27
C -3.62 -0.65 -0.15
C -3.96 -1.57 -1.13
C -3.19 -1.65 -2.29
C -2.11 -0.81 -2.45
C -1.75 0.10 -1.44
P -0.32 1.20 -1.75
C -0.69 1.92 -3.38
C -0.05 1.56 -4.56
C -0.41 2.15 -5.76
C -1.42 3.10 -5.80
C -2.08 3.46 -4.62
C -1.71 2.88 -3.42
C 1.13 0.12 -2.05
C 2.34 0.77 -2.34
C 3.51 0.04 -2.52
C 3.48 -1.35 -2.41
C 2.29 -1.99 -2.12
C 1.12 -1.26 -1.95
C -2.03 0.36 2.69
C -2.99 0.36 3.72
C -2.84 -0.38 4.87
C -1.71 -1.18 5.05
C -0.75 -1.21 4.06
C -0.89 -0.43 2.90
P 0.33 -0.48 1.56
C 0.51 -2.22 1.12
C 1.73 -2.87 1.17
C 1.84 -4.20 0.76
C 0.72 -4.87 0.30
C -0.51 -4.22 0.24
C -0.62 -2.90 0.65
C 1.96 0.02 2.23
C 2.77 0.75 1.35
C 4.03 1.21 1.73
C 4.49 0.94 3.01
C 3.71 0.19 3.88
C 2.47 -0.28 3.49
H -4.76 1.66 1.41
H -4.03 3.01 0.54
H -3.89 2.92 2.29
H -4.24 -0.59 0.74
H -4.81 -2.22 -1.00
H -3.44 -2.35 -3.07
H -1.52 -0.85 -3.36
H 0.74 0.81 -4.55
H 0.09 1.86 -6.67
H -1.71 3.55 -6.74
H -2.87 4.19 -4.65
H -2.23 3.16 -2.51
H 2.37 1.85 -2.44
H 4.43 0.55 -2.76
H 4.39 -1.92 -2.55
H 2.26 -3.07 -2.03
H 0.20 -1.78 -1.73
H -3.90 0.95 3.60
H -3.60 -0.35 5.64
H -1.60 -1.78 5.94
H 0.09 -1.88 4.17
H 2.62 -2.35 1.51
H 2.80 -4.70 0.81
H 0.80 -5.90 -0.02
H -1.39 -4.74 -0.12
H -1.58 -2.40 0.59
H 2.47 0.86 0.30
H 4.65 1.75 1.03
H 5.47 1.29 3.32
H 4.09 -0.04 4.87
H 1.88 -0.86 4.19
N 3.23 5.40 1.85
C 2.71 4.51 1.33
H 3.69 6.19 2.26
*
```

Energy relative to the best compared isomer or geometry (same formula, charge and spin) = 0.0 kcal/mol
Electronic energy = -2524.72387 Eh
Gap between HOMO and LUMO = 0.23181 hartree
E_LUMO = -2.822 eV

---

No. 2
Here is C38H33Cl2HgN9 as an isolated structure from the Open Molecules 2025 dataset. Energies are from ωB97M-V/def2-TZVPD.

Geometry as ORCA input:
```
! wB97M-V def2-TZVPD RIJCOSX def2/J DEFGRID3
* xyz -1 2
Hg -0.76 0.61 -0.29
C 5.02 -3.26 -2.61
C 3.83 -2.70 -1.88
C 2.96 -3.51 -1.15
C 1.88 -2.98 -0.49
C 1.57 -1.61 -0.46
N 0.48 -1.15 0.27
C 0.30 -1.75 1.51
C 1.40 -2.12 2.32
C 1.27 -2.78 3.52
C 0.02 -3.10 4.05
C -0.14 -3.82 5.36
C -1.08 -2.68 3.32
C -0.95 -2.02 2.10
N -2.17 -1.56 1.51
C -3.27 -2.28 1.17
C -4.29 -1.39 0.93
C -3.71 -0.13 1.17
N -2.44 -0.25 1.53
C 2.41 -0.82 -1.27
C 3.51 -1.36 -1.94
N 2.19 0.58 -1.50
C 3.09 1.58 -1.46
C 2.49 2.69 -2.01
C 1.21 2.25 -2.37
N 1.04 0.97 -2.08
H 5.15 -4.32 -2.39
H 5.95 -2.75 -2.32
H 4.92 -3.15 -3.69
H 3.13 -4.58 -1.11
H 1.22 -3.65 0.05
H 2.39 -1.86 1.97
H 2.16 -3.03 4.08
H 0.83 -4.07 5.78
H -0.69 -4.76 5.24
H -0.68 -3.22 6.09
H -2.08 -2.83 3.70
H -3.22 -3.36 1.11
H -5.28 -1.62 0.60
H -4.14 0.85 1.05
H 4.10 -0.69 -2.55
H 4.06 1.43 -1.01
H 2.91 3.68 -2.09
H 0.38 2.81 -2.78
C 3.41 2.17 3.34
C 2.31 1.34 3.53
C 1.17 1.49 2.76
C 1.09 2.46 1.76
C 2.21 3.30 1.58
C 3.34 3.15 2.36
N -0.01 2.50 0.92
C -0.72 3.61 0.69
C -0.53 4.84 1.36
C -1.32 5.95 1.12
C -2.36 5.90 0.19
C -2.59 4.72 -0.48
C -1.80 3.58 -0.26
N -2.03 2.39 -0.91
N -3.03 2.32 -1.76
C -3.25 1.07 -2.26
C -4.31 0.93 -3.20
C -4.61 -0.31 -3.69
C -3.88 -1.43 -3.27
C -2.86 -1.21 -2.37
N -2.54 -0.01 -1.89
H 4.30 2.04 3.94
H 2.34 0.56 4.28
H 0.31 0.84 2.89
H 2.16 4.06 0.81
H 4.19 3.81 2.20
H 0.26 4.91 2.10
H -1.13 6.87 1.66
H -2.98 6.77 0.00
H -3.39 4.63 -1.21
H -4.85 1.82 -3.50
H -5.42 -0.42 -4.41
H -4.09 -2.43 -3.62
H -2.24 -2.03 -2.02
Cl 0.54 -1.82 -3.97
C -0.88 -2.40 -4.83
Cl -1.42 -4.01 -4.27
H -0.64 -2.49 -5.88
H -1.69 -1.71 -4.65
*
```

Energy relative to the best compared isomer or geometry (same formula, charge and spin) = 0.0 kcal/mol
Electronic energy = -3034.48601 Eh
Gap between HOMO and LUMO (spin up / spin down) = 0.19200 / 0.21962 hartree
E_LUMO (spin up / spin down) = 2.457 / 2.456 eV

---

No. 3
Here is C38H33IN4O2PSZr as an isolated structure from the Open Molecules 2025 dataset. Energies are from ωB97M-V/def2-TZVPD.

Geometry as ORCA input:
```
! wB97M-V def2-TZVPD RIJCOSX def2/J DEFGRID3
* xyz 3 1
Zr -0.13 -0.11 0.16
C -1.19 4.06 1.59
C -0.80 2.92 0.72
N -1.47 1.83 0.56
N -2.67 1.69 1.18
C -3.37 0.53 1.09
N -4.60 0.54 1.58
S -2.74 -0.86 0.38
C 0.44 2.99 -0.10
C 1.12 4.17 -0.32
C 2.21 4.17 -1.18
C 2.59 2.98 -1.78
C 1.87 1.83 -1.49
N 0.82 1.83 -0.67
H -1.77 3.73 2.46
H -1.78 4.80 1.04
H -0.31 4.57 1.97
H -3.10 2.51 1.59
H -5.06 1.37 1.91
H -5.15 -0.31 1.55
H 0.80 5.09 0.15
H 2.74 5.09 -1.38
H 3.42 2.94 -2.47
H 2.15 0.87 -1.91
C 3.94 0.11 1.85
C 2.45 0.03 1.94
O 1.83 -0.12 0.84
C 1.76 0.09 3.18
C 2.46 0.19 4.41
C 1.80 0.17 5.60
C 0.40 0.04 5.62
C -0.32 -0.05 4.45
C 0.34 -0.01 3.22
O -0.38 -0.07 2.11
H 4.25 -0.04 0.82
H 4.41 -0.65 2.48
H 4.29 1.08 2.20
H 3.54 0.28 4.40
H 2.35 0.24 6.53
H -0.11 0.00 6.57
H -1.40 -0.16 4.46
I -1.22 0.14 -2.73
C -0.96 -1.43 -4.14
C -1.56 -1.10 -5.33
C -1.56 -1.99 -6.41
C -0.96 -3.20 -6.26
C -0.34 -3.56 -5.05
C 0.24 -4.85 -4.97
C 0.85 -5.29 -3.84
C 0.93 -4.42 -2.75
C 0.39 -3.14 -2.76
P 0.74 -2.32 -1.18
C -0.27 -3.17 0.08
C -1.40 -3.91 -0.28
C -2.21 -4.46 0.70
C -1.90 -4.27 2.05
C -0.79 -3.52 2.41
C 0.02 -2.97 1.43
C 2.49 -2.65 -0.84
C 2.94 -3.52 0.14
C 4.31 -3.71 0.32
C 5.21 -3.04 -0.49
C 4.76 -2.17 -1.48
C 3.40 -1.97 -1.65
C -0.30 -2.67 -3.93
H -2.06 -0.14 -5.44
H -2.04 -1.70 -7.34
H -0.96 -3.91 -7.08
H 0.17 -5.49 -5.85
H 1.29 -6.27 -3.78
H 1.45 -4.77 -1.86
H -1.63 -4.08 -1.32
H -3.07 -5.05 0.43
H -2.53 -4.71 2.81
H -0.54 -3.39 3.46
H 0.92 -2.44 1.73
H 2.25 -4.08 0.76
H 4.66 -4.40 1.07
H 6.28 -3.20 -0.36
H 5.47 -1.67 -2.13
H 3.05 -1.33 -2.45
*
```

Energy relative to the best compared isomer or geometry (same formula, charge and spin) = 0.0 kcal/mol
Electronic energy = -2920.94937 Eh
Gap between HOMO and LUMO = 0.23001 hartree
E_LUMO = -9.049 eV

---

No. 4
Here is C38H33N5O2S3Ta as an isolated structure in a non-equilibrium geometry from the Open Molecules 2025 dataset. Energies are from ωB97M-V/def2-TZVPD.

Geometry as ORCA input:
```
! wB97M-V def2-TZVPD RIJCOSX def2/J DEFGRID3
* xyz 3 1
Ta 0.28 0.51 0.31
C 8.03 0.34 -2.92
C 6.90 0.22 -1.97
C 5.73 -0.48 -2.31
C 4.67 -0.59 -1.43
C 4.77 0.02 -0.19
C 5.91 0.74 0.16
C 6.97 0.82 -0.71
S 3.57 0.05 1.11
O 2.14 -0.17 0.49
C 3.84 -1.47 2.02
C 4.47 -2.62 1.52
C 4.63 -3.69 2.36
C 4.18 -3.66 3.70
C 4.39 -4.74 4.58
C 4.00 -4.65 5.90
C 3.37 -3.49 6.38
C 3.12 -2.44 5.55
C 3.54 -2.48 4.20
C 3.40 -1.38 3.33
C 2.83 -0.05 3.68
C 3.67 1.01 4.11
C 5.00 0.79 4.53
C 5.79 1.85 4.91
C 5.29 3.16 4.87
C 4.00 3.40 4.47
C 3.16 2.34 4.08
C 1.84 2.57 3.62
C 1.02 1.53 3.27
C 1.53 0.21 3.33
S 0.56 -1.22 2.87
O -0.32 -0.57 1.75
C -0.41 -1.37 4.36
C -0.36 -2.63 4.96
C -0.96 -2.83 6.18
C -1.64 -1.80 6.83
C -2.32 -2.02 8.13
C -1.69 -0.55 6.20
C -1.08 -0.33 4.98
H 8.22 -0.61 -3.43
H 8.94 0.65 -2.40
H 7.81 1.08 -3.68
H 5.66 -0.94 -3.29
H 3.77 -1.13 -1.71
H 5.95 1.22 1.13
H 7.85 1.38 -0.44
H 4.84 -2.65 0.51
H 5.13 -4.58 2.02
H 4.88 -5.62 4.22
H 4.19 -5.47 6.58
H 3.08 -3.45 7.41
H 2.62 -1.55 5.90
H 5.38 -0.22 4.58
H 6.80 1.68 5.23
H 5.92 3.97 5.18
H 3.62 4.41 4.46
H 1.48 3.59 3.57
H -0.02 1.71 3.03
H 0.17 -3.43 4.46
H -0.91 -3.80 6.64
H -2.05 -2.98 8.56
H -3.40 -2.01 7.99
H -2.08 -1.24 8.85
H -2.21 0.27 6.68
H -1.15 0.65 4.52
N -2.52 2.13 -1.94
C -3.01 2.14 -0.71
N -4.23 2.60 -0.48
S -2.13 1.52 0.65
H -3.07 2.49 -2.71
H -1.58 1.83 -2.13
H -4.84 2.91 -1.22
H -4.61 2.59 0.46
N 0.76 2.11 -0.64
C 1.10 3.22 -0.98
N 1.29 4.37 -1.25
C 1.98 5.35 -1.74
N 2.57 6.24 -2.16
C -0.17 -0.93 -1.43
H -1.24 -1.05 -1.60
H 0.24 -1.90 -1.16
H 0.30 -0.62 -2.37
*
```

Energy relative to the best compared isomer or geometry (same formula, charge and spin) = 2.6 kcal/mol
Electronic energy = -3142.81927 Eh
Gap between HOMO and LUMO = 0.22226 hartree
E_LUMO = -9.453 eV

---

No. 5
Here is a 7-piece molecular cluster, C38H34Br2N6O12 overall in a non-equilibrium geometry from the Open Molecules 2025 dataset. Energies are from ωB97M-V/def2-TZVPD.

Geometry as ORCA input:
```
! wB97M-V def2-TZVPD RIJCOSX def2/J DEFGRID3
* xyz 0 1
O 2.91 1.70 2.53
N 2.26 2.59 3.05
O 1.06 2.55 3.22
C 2.98 3.77 3.53
C 4.31 3.94 3.19
C 5.04 4.95 3.78
C 4.41 5.83 4.66
C 3.05 5.71 4.91
C 2.33 4.64 4.38
H 4.79 3.29 2.47
H 6.04 5.19 3.44
H 4.94 6.67 5.10
H 2.56 6.39 5.59
H 1.28 4.52 4.57
O 1.20 -4.90 3.51
N 0.84 -4.09 2.67
O 0.95 -2.89 2.79
C 0.26 -4.60 1.43
C 0.23 -5.97 1.22
C -0.35 -6.45 0.06
C -0.84 -5.55 -0.89
C -0.79 -4.18 -0.66
C -0.26 -3.70 0.53
H 0.72 -6.62 1.93
H -0.37 -7.51 -0.12
H -1.18 -5.93 -1.84
H -1.01 -3.51 -1.47
H -0.31 -2.65 0.78
O 5.19 -5.36 0.63
N 4.56 -4.33 0.73
O 3.67 -3.99 -0.01
C 4.94 -3.42 1.81
C 6.04 -3.74 2.60
C 6.48 -2.82 3.53
C 5.83 -1.58 3.66
C 4.70 -1.32 2.92
C 4.21 -2.28 2.02
H 6.50 -4.72 2.60
H 7.37 -3.01 4.12
H 6.23 -0.87 4.37
H 4.17 -0.39 3.06
H 3.23 -2.08 1.60
O -3.64 4.61 -1.13
N -2.85 4.95 -0.27
O -3.14 5.60 0.71
C -1.45 4.57 -0.43
C -0.48 5.10 0.41
C 0.84 4.70 0.29
C 1.17 3.71 -0.63
C 0.22 3.24 -1.53
C -1.10 3.67 -1.43
H -0.78 5.81 1.17
H 1.57 5.10 0.97
H 2.19 3.35 -0.72
H 0.45 2.52 -2.30
H -1.81 3.38 -2.19
O -8.33 -1.68 -0.19
N -8.48 -1.04 -1.21
O -9.48 -1.07 -1.91
C -7.38 -0.17 -1.64
C -7.66 0.83 -2.56
C -6.58 1.54 -3.07
C -5.31 1.35 -2.54
C -5.10 0.47 -1.50
C -6.14 -0.35 -1.07
H -8.69 1.01 -2.81
H -6.72 2.30 -3.82
H -4.49 1.89 -3.01
H -4.11 0.29 -1.10
H -5.94 -1.16 -0.39
O -1.66 1.50 -4.44
N -1.74 0.45 -3.83
O -2.02 0.35 -2.65
C -1.43 -0.78 -4.57
C -0.79 -1.80 -3.90
C -0.37 -2.93 -4.62
C -0.67 -3.01 -5.96
C -1.41 -2.01 -6.60
C -1.75 -0.86 -5.90
H -0.71 -1.79 -2.82
H 0.26 -3.60 -4.06
H -0.38 -3.87 -6.55
H -1.63 -2.12 -7.65
H -2.26 -0.04 -6.40
Br 0.87 -0.54 -1.17
C 0.69 0.13 0.66
C -0.65 0.71 0.95
Br -2.19 -0.44 0.89
H 1.44 0.88 0.88
H 0.89 -0.73 1.29
H -0.85 1.63 0.38
H -0.60 1.09 1.97
*
```

SMILES string = O=[N+]([O-])c1ccccc1.O=[N+]([O-])c1ccccc1.O=[N+]([O-])c1ccccc1.O=[N+]([O-])c1ccccc1.O=[N+]([O-])c1ccccc1.O=[N+]([O-])c1ccccc1.BrCCBr
Energy relative to the best compared isomer or geometry (same formula, charge and spin) = 0.0 kcal/mol
Electronic energy = -7847.33430 Eh
Gap between HOMO and LUMO = 0.31143 hartree
E_LUMO = -1.202 eV